[1]
An isolated ion of composition C5H11FN and charge +1 in a non-equilibrium geometry, computed with ωB97M-V with the def2-TZVPD basis set.

Last column: natural (NBO) charge in e.
Positions of all 18 atoms, in Å:
C 0.727471 1.335194 -1.998426  -0.409
N -0.139003 0.336636 -1.307172  -0.505
C 0.578079 -0.426303 -0.370320  -0.168
C 0.746810 0.261568 0.916903  -0.474
C -0.607734 -0.335505 1.106480  0.480
C -0.943094 -1.462947 2.068932  -0.672
F -1.625934 0.295370 0.586364  -0.320
H 0.084966 1.802834 -2.792359  0.234
H 1.024779 2.038119 -1.271763  0.227
H 1.535155 0.866189 -2.502304  0.237
H -0.630749 -0.252473 -1.885473  0.426
H -0.918242 0.842438 -0.832061  0.444
H 0.975914 -1.332130 -0.887796  0.257
H 1.415480 -0.212950 1.532264  0.264
H 0.787928 1.309549 0.829786  0.222
H -1.254263 -2.303531 1.370679  0.252
H -1.662287 -0.997389 2.885610  0.269
H -0.095276 -1.764671 2.550657  0.234

Forces on atoms 1 to 6 (eV/Å):
-2.2759 0.2126 -2.0304
0.2974 3.1964 0.4414
-1.5467 -2.8993 1.6189
-1.9185 0.1800 -0.5737
3.9633 -2.0433 -0.7472
-2.8745 1.5044 -1.9522

Calculated values
**Calculated total energy**: -9561.1965 eV
**SMILES**: C[NH2+][C@H]1C[C@@]1(C)F
**Highest occupied orbital energy**: -13.09 eV
**Net charge**: +1
**Kohn-Sham gap**: 10.052 eV
**Maximum force**: 4.52 eV/Å

[2]
C19H60Ca2F3N4O18PS as an isolated structure in a non-equilibrium geometry, computed with ωB97M-V with the def2-TZVPD basis set.

Last column: Löwdin charge in e.
Positions of all 108 atoms, in Å:
Ca -9.682284 -19.249027 8.096621  1.440
Ca -7.331292 -22.817928 7.506033  1.422
C -5.674921 -18.751736 5.505918  -0.667
F -4.779176 -19.615118 5.053144  0.147
F -5.316137 -18.483796 6.732092  0.172
F -5.721147 -17.662192 4.672928  0.109
S -7.297993 -19.590882 5.483577  0.572
O -7.051499 -20.872910 6.103875  -0.394
O -8.224576 -18.745607 6.236777  -0.399
O -7.610350 -19.622318 4.020573  -0.313
P -9.012549 -21.381674 10.014166  0.146
O -9.388300 -22.965552 10.045172  -0.162
O -10.305408 -20.589162 9.973742  -0.425
O -8.352767 -21.135197 8.566942  -0.622
O -8.147044 -20.924414 11.191112  -0.333
C -5.798994 -24.376523 2.801240  -0.052
C -6.131108 -24.593790 4.278810  -0.411
C -4.768963 -24.571359 4.986561  -0.197
O -4.775973 -24.475872 6.409668  -0.219
C -4.996496 -25.794167 7.048105  -0.052
N -7.010726 -23.583072 4.843638  0.014
H -5.597111 -23.302778 2.616072  0.068
H -6.557917 -24.701593 2.073470  0.087
H -4.870915 -24.852589 2.551751  0.064
H -6.646302 -25.516906 4.485805  0.133
H -4.294084 -23.662811 4.726896  0.122
H -4.215944 -25.471850 4.717862  0.125
H -6.012142 -26.137914 6.992334  0.080
H -4.721763 -25.653338 8.120188  0.086
H -4.331230 -26.580282 6.688194  0.085
H -6.816370 -22.670176 4.401474  0.075
H -7.989624 -23.703749 4.590938  0.095
C -9.535981 -14.655157 3.133190  -0.071
C -8.087998 -14.610507 3.650891  -0.406
C -7.497442 -13.235245 3.435921  -0.180
O -6.044522 -13.433218 3.416109  -0.199
C -5.453195 -12.175326 3.378483  -0.157
N -8.133457 -14.951833 5.113123  0.059
H -10.062611 -15.637598 3.171631  0.075
H -9.610164 -14.255357 2.107010  0.076
H -10.068013 -13.881429 3.661824  0.066
H -7.532336 -15.368306 3.092092  0.133
H -7.723059 -12.575381 4.289798  0.130
H -7.782628 -12.760854 2.531652  0.108
H -4.390664 -12.348433 3.518810  0.080
H -5.742455 -11.488649 4.240535  0.104
H -5.672535 -11.724479 2.379759  0.098
H -8.224071 -15.940588 5.191594  0.040
H -7.236510 -14.829550 5.529100  0.055
C -3.569517 -17.269329 1.927238  -0.062
C -3.596371 -17.849490 0.546472  -0.426
C -2.382970 -18.830529 0.386205  -0.231
O -1.234724 -17.988813 0.402467  -0.193
C -0.114239 -18.878195 0.166186  -0.098
N -4.763197 -18.725872 0.268536  0.011
H -3.478902 -18.102100 2.617670  0.070
H -4.516439 -16.701324 2.151443  0.087
H -2.769249 -16.544831 2.153813  0.088
H -3.513902 -17.120573 -0.240932  0.126
H -2.500532 -19.423378 -0.550078  0.118
H -2.352981 -19.535467 1.274430  0.142
H -0.109291 -19.631701 0.957242  0.079
H 0.783054 -18.274321 0.089280  0.081
H -0.280664 -19.480939 -0.795617  0.102
H -4.530262 -19.253779 -0.618567  0.095
H -5.627439 -18.178605 0.113896  0.091
C -11.277390 -15.409433 8.220460  -0.050
C -12.053607 -16.709665 8.389416  -0.392
C -12.326968 -17.398160 7.021487  -0.114
O -11.147675 -18.140758 6.483358  -0.335
C -11.383031 -18.528148 5.156244  -0.102
N -11.170738 -17.599548 9.194192  -0.049
H -11.816066 -14.940209 7.364982  0.093
H -10.254228 -15.651179 7.933939  0.081
H -11.353673 -14.907432 9.210956  0.099
H -12.971645 -16.461574 8.890409  0.129
H -12.504969 -16.585913 6.325452  0.110
H -13.149715 -18.094171 6.942948  0.121
H -12.450699 -18.863764 4.991318  0.111
H -10.719726 -19.339434 4.929205  0.078
H -11.211005 -17.631075 4.488274  0.104
H -11.657771 -18.434739 9.654038  0.127
H -10.453781 -17.065866 9.680387  0.078
O -7.242189 -23.224577 12.620480  -0.057
H -7.949689 -23.675225 13.044040  0.028
H -7.616643 -22.331610 12.448825  0.020
O -7.916200 -18.345713 9.850397  -0.125
H -8.026278 -19.170827 10.395332  0.008
H -6.968203 -18.095264 9.799477  0.074
O -9.385490 -23.981554 7.636274  -0.484
H -9.582290 -24.889814 7.770931  -0.078
H -9.481312 -23.310650 9.148362  -0.043
O -6.051197 -20.925132 2.270945  -0.116
H -6.634249 -20.344228 2.800332  -0.030
H -5.660234 -20.306964 1.592346  0.015
O -11.402270 -21.171713 7.778945  -0.169
H -11.299189 -22.037662 7.295434  0.066
H -11.046635 -21.301706 8.723235  -0.009
C -4.965809 -21.933615 9.533278  -0.242
C -5.256328 -23.303852 10.102260  -0.198
O -6.562754 -23.689873 9.639863  -0.197
O -4.790821 -21.941127 8.143456  -0.093
H -4.048092 -21.542817 10.019798  0.134
H -5.788006 -21.255945 9.751205  0.112
H -5.370260 -23.211651 11.187271  0.114
H -4.511993 -24.038578 9.860441  0.108
H -7.180650 -23.673723 10.432160  0.091
H -4.017313 -22.435738 7.852922  0.098

Forces on atoms 1 to 6 (eV/Å):
0.3514 -0.4954 -0.3625
-0.2482 -0.5156 -0.5872
-0.3748 -0.3522 -1.2509
0.3413 0.0007 -0.7246
0.0705 1.2783 0.8754
0.3368 -0.8731 1.4431

Calculated values
**Calculated total energy**: -128656.7793 eV
**Highest occupied orbital energy**: -8.92 eV
**Net charge**: 0
**Kohn-Sham gap**: 9.415 eV
**Maximum force**: 3.26 eV/Å

[3]
A 2-piece molecular cluster, C27H54BFN2O4 overall in a non-equilibrium geometry, computed with ωB97M-V with the def2-TZVPD basis set.

Last column: Löwdin charge in e.
Positions of all 89 atoms, in Å:
C 0.401370 -4.528370 -1.549833  -0.135
C 1.983118 -4.782112 -1.068665  -0.254
C 2.387214 -3.957341 0.288597  -0.211
C 2.793671 -2.386999 0.058953  -0.200
C 2.948789 -1.925215 -1.505645  -0.223
C 2.976793 -0.265911 -1.513274  -0.222
C 4.473032 0.234094 -1.046849  -0.198
C 4.503242 0.876210 0.472836  -0.213
C 5.457765 2.203821 0.629667  -0.202
C 4.622990 3.595722 0.961974  -0.213
C 3.614235 3.456395 2.249292  -0.224
C 2.177394 4.172081 1.894837  -0.222
C 1.377090 3.517536 0.621309  -0.211
C -0.129728 3.033594 1.053736  -0.199
C -1.336846 3.862260 0.245933  -0.191
C -2.314889 2.868433 -0.616097  -0.224
C -2.560132 3.311913 -2.175093  -0.203
C -2.880413 1.901889 -3.015821  -0.201
C -4.407228 1.448840 -2.624886  -0.194
C -4.539250 -0.161132 -2.208727  -0.132
C -4.103880 -0.380399 -0.643832  -0.155
C -5.368754 -0.020480 0.388308  -0.195
O -6.385038 0.831815 0.214169  -0.023
N -5.009375 -0.891848 1.606794  0.033
C -3.662834 -1.585148 1.483255  -0.270
C -3.260969 -2.786192 2.524340  -0.014
C -1.895240 -2.260103 3.327856  -0.175
O -0.685109 -2.787957 3.124975  0.000
F -1.981614 -1.105420 4.298178  -0.046
C -3.606887 -1.900733 -0.158185  -0.244
C -4.534685 -3.193347 -0.637699  -0.039
B -2.036565 -1.887194 -0.748457  -0.448
N -0.799670 -1.751732 0.140871  0.158
O -1.754043 -1.968882 -2.225301  -0.010
H 0.316777 -3.558595 -2.199586  0.045
H 0.107133 -5.433759 -2.263901  0.084
H -0.333625 -4.416539 -0.629959  0.076
H 2.745601 -4.669376 -1.961357  0.106
H 2.015611 -5.938576 -0.775226  0.106
H 3.239999 -4.480044 0.905446  0.106
H 1.421679 -3.956759 0.990300  0.108
H 3.849579 -2.195450 0.571174  0.113
H 2.029633 -1.659143 0.572448  0.096
H 2.054261 -2.233005 -2.201901  0.091
H 3.932210 -2.302399 -2.032753  0.117
H 2.780841 0.149428 -2.600374  0.107
H 2.104307 0.123257 -0.818455  0.087
H 5.163586 -0.729107 -1.043321  0.113
H 4.831196 1.050838 -1.808001  0.104
H 4.916985 0.075395 1.242834  0.091
H 3.372817 1.077696 0.771621  0.086
H 5.999212 2.352846 -0.409746  0.102
H 6.278172 2.029635 1.474454  0.114
H 4.082939 3.913464 -0.044745  0.113
H 5.368516 4.488657 1.209011  0.113
H 4.034120 4.004437 3.222191  0.115
H 3.399991 2.344543 2.578497  0.107
H 2.381629 5.306881 1.625991  0.115
H 1.531368 4.136080 2.895927  0.110
H 1.242256 4.318962 -0.237962  0.106
H 1.951566 2.606874 0.108749  0.096
H -0.297844 3.154653 2.221812  0.106
H -0.180516 1.861098 0.841660  0.094
H -0.927560 4.779901 -0.356535  0.105
H -2.012819 4.321023 1.115246  0.111
H -1.775784 1.809746 -0.647693  0.086
H -3.367232 2.660886 -0.095108  0.118
H -3.472638 4.074977 -2.266151  0.126
H -1.595369 3.850616 -2.561161  0.105
H -2.724824 2.071768 -4.185410  0.116
H -2.150862 1.026999 -2.717620  0.094
H -5.076630 1.568029 -3.594414  0.116
H -4.830680 2.158214 -1.774985  0.111
H -5.700947 -0.417745 -2.294791  0.128
H -3.978863 -0.835330 -2.983638  0.121
H -3.252476 0.279188 -0.169160  0.128
H -5.652181 -1.709359 1.728947  0.126
H -2.924440 -0.704437 1.791133  0.147
H -4.111681 -2.799703 3.359974  0.143
H -3.130790 -3.842940 2.038912  0.137
H -5.639169 -2.860993 -0.930561  0.101
H -4.018665 -3.708595 -1.582390  0.105
H -4.584099 -4.047246 0.188740  0.087
H -0.099498 -1.241020 -0.476271  0.075
H -0.957018 -1.098699 0.939790  0.059
H -1.064212 -1.266650 -2.475769  0.110
O 5.568418 -0.055329 3.600433  -0.069
H 4.989728 -0.756762 3.935172  0.044
H 5.686738 0.533381 4.360966  0.043

Forces on atoms 1 to 6 (eV/Å):
0.8165 -0.0396 -0.5999
-0.6668 -1.2623 0.6599
-0.7804 0.3435 0.3782
0.7996 0.0490 -0.3859
-0.4726 1.3370 -0.2311
0.5311 -0.6105 -0.4675

Calculated values
**Calculated total energy**: -43427.4154 eV
**SMILES**: CCCCCCCCCCCCCCCCCCCC[C@H]1C(=O)N[C@@H](CC(=O)F)[C@]1(C)B(N)O.O
**Highest occupied orbital energy**: -9.83 eV
**Net charge**: 0
**Kohn-Sham gap**: 9.758 eV
**Maximum force**: 9.69 eV/Å